C22H23IrN6O6S | ωB97M-V with the def2-TZVPD basis set

Geometry as ORCA input:
```
! RIJCOSX wB97M-V def2-TZVPD def2/J DEFGRID3
* xyz 3 6
Ir -0.292 0.665 -1.166
O 0.890 5.062 -5.036
C 1.162 5.399 -3.786
O 1.692 6.423 -3.474
C 0.768 4.447 -2.681
C 0.884 4.825 -1.353
N 0.533 3.781 -0.590
N 0.164 2.734 -1.353
C 0.312 3.134 -2.627
C -0.041 2.136 -3.676
O -0.104 2.412 -4.840
O -0.287 0.918 -3.189
H 0.476 4.178 -5.116
H 1.184 5.778 -0.945
H 0.450 3.748 0.414
N -5.172 -3.689 -1.260
C -4.018 -3.124 -0.893
O -3.018 -3.734 -0.545
C -3.942 -1.611 -0.883
C -4.949 -0.712 -0.569
C -4.629 0.636 -0.410
C -3.321 1.042 -0.547
N -2.349 0.162 -0.879
C -2.666 -1.126 -1.065
H -5.235 -4.697 -1.265
H -5.938 -3.169 -1.652
H -5.968 -1.044 -0.409
H -5.385 1.363 -0.149
H -3.028 2.072 -0.391
H -1.875 -1.815 -1.310
C -1.276 -1.843 2.461
C -1.218 -3.341 2.196
C 0.113 -3.804 1.613
N 0.312 -3.192 0.278
C 0.897 -2.078 -0.047
S 0.715 -1.448 -1.638
N 1.793 -1.512 0.876
C 2.189 -0.208 0.904
O 1.629 0.696 0.296
C 3.414 0.119 1.724
C 3.776 -0.505 2.876
C 4.986 -0.099 3.566
C 5.803 0.942 3.077
C 5.434 1.578 1.926
C 4.234 1.187 1.251
H -2.220 -1.576 2.935
H -1.210 -1.258 1.536
H -0.476 -1.522 3.135
H -2.023 -3.645 1.522
H -1.361 -3.894 3.126
H 0.128 -4.881 1.465
H 0.947 -3.547 2.267
H -0.264 -3.596 -0.460
H 2.262 -2.165 1.489
H 3.179 -1.287 3.329
H 5.266 -0.622 4.473
H 6.705 1.217 3.608
H 6.034 2.379 1.512
H 3.937 1.711 0.350
*
```

Relative energy (zero: lowest compared OMol25 entry of this formula, charge and spin) ... 5.8 kcal per mole
E_tot ... -2133.5780 Eh
HOMO level (alpha / beta) ... -0.6170 / -0.6229 hartree
Gap between HOMO and LUMO (alpha / beta) ... 6.73 / 3.39 eV
<S²> ... 8.786

natural (NBO) atomic charge list, values in e, 6 entries:
1. Ir 1.464
2. O -0.626
3. C 0.775
4. O -0.516
5. C -0.205
6. C 0.090

---

C5H5IN2O4 | ωB97M-V with the def2-TZVPD basis set

Geometry as ORCA input:
```
! RIJCOSX wB97M-V def2-TZVPD def2/J DEFGRID3
* xyz 0 1
C -1.972 0.593 -0.926
C -1.467 -0.741 -1.139
C -1.287 1.053 0.148
C -0.520 -1.054 -0.206
C 2.232 0.849 -0.311
N -0.404 0.070 0.606
N 0.668 0.524 1.314
O 2.133 1.797 -0.996
O -1.124 2.260 0.699
O 0.079 -2.183 0.198
O 1.355 -0.392 2.069
I 3.709 -0.645 -0.176
H -2.540 1.191 -1.640
H -1.978 -1.433 -1.793
H -0.276 2.173 1.037
H -0.139 -2.831 -0.524
H 1.530 -1.229 1.640
*
```

Relative energy (zero: lowest compared OMol25 entry of this formula, charge and spin) ... 16.5 kcal per mole
E_tot ... -901.5002 Eh
HOMO level (alpha / beta) ... -0.2918 / -0.2903 hartree
Gap between HOMO and LUMO (alpha / beta) ... 6.69 / 7.02 eV

natural (NBO) atomic charge list, values in e, 6 entries:
1. C -0.358
2. C -0.339
3. C 0.452
4. C 0.383
5. C 0.396
6. N -0.281

---

C14H22N2O4S | ωB97M-V with the def2-TZVPD basis set

Geometry as ORCA input:
```
! RIJCOSX wB97M-V def2-TZVPD def2/J DEFGRID3
* xyz 0 1
C 5.631 2.071 -0.395
C 5.661 0.620 0.074
C 6.878 -0.116 -0.492
O 4.437 0.041 -0.342
C 4.135 -1.217 0.206
C 2.631 -1.449 0.080
C 1.853 -0.470 0.959
N 0.428 -0.637 0.807
C -0.409 0.389 0.521
O -0.031 1.537 0.393
C -1.845 0.003 0.392
C -2.258 -1.206 -0.160
C -3.602 -1.493 -0.291
C -4.564 -0.583 0.145
N -5.913 -0.880 0.020
S -7.152 0.240 -0.031
C -6.727 1.279 -1.449
O -7.142 1.039 1.152
O -8.317 -0.529 -0.341
C -4.157 0.627 0.703
C -2.812 0.915 0.810
H 5.600 2.103 -1.480
H 6.514 2.599 -0.045
H 4.743 2.564 -0.010
H 5.711 0.591 1.178
H 6.808 -0.160 -1.577
H 6.937 -1.130 -0.104
H 7.787 0.412 -0.218
H 4.431 -1.250 1.267
H 4.677 -2.015 -0.325
H 2.345 -1.302 -0.962
H 2.405 -2.478 0.369
H 2.085 0.555 0.664
H 2.135 -0.611 2.010
H 0.047 -1.554 0.977
H -1.532 -1.917 -0.527
H -3.916 -2.429 -0.731
H -6.153 -1.755 -0.415
H -7.424 2.106 -1.463
H -5.714 1.637 -1.322
H -6.827 0.679 -2.343
H -4.901 1.318 1.065
H -2.484 1.855 1.226
*
```

Relative energy (zero: lowest compared OMol25 entry of this formula, charge and spin) ... 31.2 kcal per mole
SMILES string ... CC(C)OCCCNC(=O)c1ccc(NS(C)(=O)=O)cc1
E_tot ... -1355.3387 Eh
HOMO level ... -0.3264 hartree
Gap between HOMO and LUMO ... 9.44 eV

natural (NBO) atomic charge list, values in e, 6 entries:
1. C -0.616
2. C 0.112
3. C -0.638
4. O -0.548
5. C -0.055
6. C -0.417

---

C22H28BrN3O3 | ωB97M-V with the def2-TZVPD basis set

Geometry as ORCA input:
```
! RIJCOSX wB97M-V def2-TZVPD def2/J DEFGRID3
* xyz 0 1
C -0.881 2.904 0.908
C -0.099 1.613 1.095
O 1.255 1.887 0.791
C 2.127 0.839 0.676
C 1.792 -0.456 1.042
C 2.650 -1.533 0.845
C 2.145 -2.932 1.102
N 1.180 -3.332 0.084
C -0.044 -2.655 0.035
C -0.855 -2.539 1.162
C -2.062 -1.870 1.109
C -2.518 -1.292 -0.079
N -3.688 -0.553 -0.140
C -4.407 -0.221 1.066
C -5.426 0.880 0.781
N -6.394 0.423 -0.192
C -7.564 1.051 -0.473
C -7.889 2.259 0.378
O -8.303 0.653 -1.351
C -5.965 -0.682 -1.026
C -4.483 -0.541 -1.355
C -1.717 -1.438 -1.216
C -0.512 -2.106 -1.157
C 3.899 -1.300 0.298
C 4.261 -0.003 -0.009
Br 5.982 0.347 -0.723
C 3.411 1.090 0.153
O 3.942 2.278 -0.231
C 3.271 3.496 -0.011
H -0.804 3.241 -0.122
H -0.485 3.680 1.558
H -1.927 2.735 1.149
H -0.489 0.833 0.428
H -0.190 1.266 2.134
H 0.826 -0.647 1.477
H 2.970 -3.648 1.077
H 1.664 -2.991 2.080
H 1.618 -3.347 -0.831
H -0.543 -2.981 2.096
H -2.655 -1.815 2.008
H -3.692 0.153 1.806
H -4.927 -1.089 1.501
H -5.928 1.145 1.715
H -4.897 1.768 0.408
H -8.028 1.966 1.416
H -8.812 2.695 0.009
H -7.092 2.997 0.323
H -6.570 -0.660 -1.935
H -6.148 -1.636 -0.517
H -4.185 -1.372 -2.000
H -4.324 0.398 -1.904
H -2.024 -0.999 -2.153
H 0.090 -2.191 -2.052
H 4.593 -2.107 0.121
H 2.363 3.571 -0.614
H 3.018 3.632 1.042
H 3.978 4.266 -0.320
*
```

Relative energy (zero: lowest compared OMol25 entry of this formula, charge and spin) ... 10.6 kcal per mole
SMILES string ... CCOc1cc(CNc2ccc(N3CCN(C(C)=O)CC3)cc2)cc(Br)c1OC
E_tot ... -3819.1107 Eh
HOMO level ... -0.2682 hartree
Gap between HOMO and LUMO ... 7.70 eV

natural (NBO) atomic charge list, values in e, 6 entries:
1. C -0.617
2. C -0.066
3. O -0.527
4. C 0.320
5. C -0.312
6. C -0.038

---

C5H7N3O | ωB97M-V with the def2-TZVPD basis set

Geometry as ORCA input:
```
! RIJCOSX wB97M-V def2-TZVPD def2/J DEFGRID3
* xyz 0 1
H -2.056 -1.872 0.487
N -1.416 -1.628 1.235
C -0.525 -0.792 0.884
N 0.563 -0.509 1.712
C 1.437 0.364 1.064
O 2.532 0.949 1.691
C 0.970 0.646 -0.159
N -0.274 -0.054 -0.251
C -1.118 -0.057 -1.362
C -0.863 0.572 -2.491
H 0.729 -1.009 2.563
H 2.548 0.656 2.632
H 1.207 1.485 -0.871
H -2.155 -0.491 -1.169
H -1.703 0.695 -3.246
H 0.123 1.045 -2.718
*
```

Relative energy (zero: lowest compared OMol25 entry of this formula, charge and spin) ... 35.5 kcal per mole
SMILES string ... [H]/N=c1/[nH]c(O)cn1C=C
E_tot ... -434.1878 Eh
HOMO level ... -0.2748 hartree
Gap between HOMO and LUMO ... 7.95 eV

natural (NBO) atomic charge list, values in e, 6 entries:
1. H 0.345
2. N -0.782
3. C 0.579
4. N -0.612
5. C 0.450
6. O -0.657

---

C8H16FeO4 | ωB97M-V with the def2-TZVPD basis set

Geometry as ORCA input:
```
! RIJCOSX wB97M-V def2-TZVPD def2/J DEFGRID3
* xyz 1 6
C 0.274 2.291 -1.062
C 0.895 1.208 -1.830
O 1.031 0.006 -1.165
C 1.012 -1.188 -1.962
C 1.303 -2.345 -1.040
O 0.467 -2.205 0.110
C 0.420 -3.363 0.943
H 0.832 2.488 -0.131
H 0.266 3.204 -1.670
H 0.810 1.125 -2.914
H 1.776 -1.125 -2.746
H 0.017 -1.282 -2.418
H 2.355 -2.354 -0.720
H 1.075 -3.289 -1.554
H -0.108 -3.085 1.860
H -0.125 -4.162 0.425
H 1.440 -3.694 1.181
O 0.385 0.610 2.393
C -0.560 1.622 2.517
C -1.787 1.318 1.665
O -1.360 0.946 0.335
C -1.274 1.990 -0.633
Fe 0.259 -0.280 0.716
H -0.144 2.602 2.201
H -0.908 1.751 3.560
H -2.491 2.158 1.602
H -2.318 0.440 2.060
H -1.862 1.696 -1.511
H -1.681 2.917 -0.213
*
```

Relative energy (zero: lowest compared OMol25 entry of this formula, charge and spin) ... 0.0 kcal per mole
E_tot ... -1878.7616 Eh
HOMO level (alpha / beta) ... -0.4250 / -0.4659 hartree
Gap between HOMO and LUMO (alpha / beta) ... 9.06 / 9.15 eV
<S²> ... 8.763

natural (NBO) atomic charge list, values in e, 6 entries:
1. C -0.537
2. C 0.160
3. O -0.607
4. C -0.094
5. C -0.097
6. O -0.625

---

C47H75N4O15PS4 | ωB97M-V with the def2-TZVPD basis set

Geometry as ORCA input:
```
! RIJCOSX wB97M-V def2-TZVPD def2/J DEFGRID3
* xyz 0 1
C -0.681 1.847 2.358
C -1.929 0.973 2.312
C -1.908 -0.119 1.226
C -1.124 -1.328 1.711
N -0.535 -2.162 0.647
C 0.026 -3.426 1.153
C 1.436 -3.248 1.717
C 1.972 -4.467 2.468
C 2.916 -4.101 3.645
C 3.593 -2.761 3.511
C 3.608 -1.822 4.527
C 2.984 -2.087 5.879
C 1.680 -1.335 6.144
C 0.948 -0.698 5.008
N 1.224 -1.212 7.320
C 4.227 -0.514 4.344
C 4.211 0.497 5.487
C 5.625 0.637 6.130
C 5.665 0.195 7.612
S 6.770 -1.238 7.898
C 4.841 -0.161 3.155
P 5.542 1.519 2.884
C 6.983 1.286 1.764
C 4.271 2.437 1.924
C 3.053 2.799 2.774
C 4.896 -1.145 2.114
N 5.444 -1.025 0.909
S 5.199 -2.404 0.124
N 4.411 -3.216 1.251
C 4.277 -2.417 2.308
C 0.343 -1.512 -0.213
S 1.283 -0.240 0.170
S 0.435 -2.258 -1.837
C 0.117 -0.854 -2.950
C 1.230 0.180 -3.110
C 2.646 -0.401 -3.250
H -0.497 2.384 1.431
H 0.202 1.300 2.674
H -0.840 2.608 3.127
H -2.786 1.615 2.131
H -2.014 0.486 3.283
H -2.937 -0.407 1.026
H -1.497 0.325 0.323
H -0.379 -1.064 2.468
H -1.837 -1.983 2.211
H 0.041 -4.163 0.351
H -0.613 -3.783 1.958
H 1.407 -2.360 2.342
H 2.084 -3.081 0.868
H 2.422 -5.154 1.759
H 1.116 -5.001 2.888
H 2.352 -4.205 4.558
H 3.708 -4.852 3.691
H 2.864 -3.139 6.096
H 3.684 -1.718 6.623
H 1.149 -1.183 4.059
H 1.311 0.329 4.929
H -0.109 -0.632 5.240
H 1.852 -1.674 7.979
H 3.566 0.176 6.291
H 3.836 1.452 5.148
H 5.964 1.663 6.059
H 6.311 0.029 5.553
H 4.695 -0.083 8.006
H 6.098 1.001 8.192
H 7.675 -1.036 6.934
H 7.653 2.123 1.933
H 7.495 0.391 2.104
H 6.726 1.182 0.717
H 4.712 3.368 1.571
H 3.923 1.893 1.043
H 3.347 3.452 3.593
H 2.299 3.303 2.178
H 2.616 1.902 3.204
H -0.747 -0.344 -2.543
H -0.101 -1.248 -3.937
H 1.245 0.884 -2.287
H 1.007 0.764 -4.003
H 3.169 0.157 -4.022
H 2.627 -1.457 -3.501
H 3.228 -0.256 -2.344
C -3.571 2.366 -6.225
C -3.295 1.480 -5.038
C -4.407 1.399 -4.026
O -3.684 1.098 -2.813
C -2.446 1.612 -2.951
O -1.649 1.711 -2.068
O -2.224 2.012 -4.221
H -2.658 2.529 -6.800
H -4.316 1.910 -6.875
H -3.932 3.343 -5.902
H -2.995 0.482 -5.369
H -5.127 0.617 -4.255
H -4.921 2.347 -3.881
C -4.787 -4.319 1.424
C -5.426 -3.348 2.384
C -6.755 -2.779 1.945
O -6.781 -1.516 2.622
C -5.491 -1.129 2.808
O -5.147 -0.056 3.173
O -4.645 -2.148 2.507
H -3.757 -4.522 1.714
H -5.338 -5.260 1.409
H -4.762 -3.909 0.413
H -5.504 -3.795 3.380
H -7.606 -3.388 2.241
H -6.795 -2.594 0.869
C 6.813 1.588 -6.312
C 5.664 0.650 -6.583
C 5.299 0.492 -8.039
O 3.912 0.150 -7.962
C 3.423 0.691 -6.818
O 2.273 0.739 -6.538
O 4.432 1.168 -6.040
H 6.885 1.805 -5.247
H 7.753 1.145 -6.643
H 6.671 2.538 -6.829
H 5.849 -0.320 -6.113
H 5.859 -0.293 -8.543
H 5.396 1.425 -8.600
C -9.848 -1.141 -2.686
C -8.736 -1.963 -3.286
C -7.852 -2.681 -2.294
O -6.618 -2.790 -3.016
C -6.572 -1.761 -3.895
O -5.613 -1.448 -4.523
O -7.770 -1.130 -3.955
H -10.303 -0.505 -3.445
H -10.616 -1.788 -2.265
H -9.468 -0.487 -1.900
H -9.138 -2.661 -4.027
H -8.220 -3.666 -2.018
H -7.672 -2.093 -1.391
C -1.709 7.051 -2.474
C -3.046 6.428 -2.782
C -3.120 4.933 -2.587
O -4.157 4.565 -3.517
C -4.153 5.489 -4.510
O -4.757 5.382 -5.529
O -3.365 6.537 -4.185
H -1.678 8.081 -2.827
H -1.524 7.043 -1.400
H -0.903 6.511 -2.973
H -3.839 6.935 -2.225
H -3.393 4.642 -1.576
H -2.201 4.419 -2.876
*
```

E_tot ... -5117.6838 Eh
HOMO level ... -0.2809 hartree
Gap between HOMO and LUMO ... 7.34 eV

Löwdin atomic charge list, values in e, 6 entries:
1. C -0.130
2. C -0.247
3. C -0.185
4. C -0.204
5. N -0.193
6. C -0.179

---

C11H24I2N2O6PS | ωB97M-V with the def2-TZVPD basis set

Geometry as ORCA input:
```
! RIJCOSX wB97M-V def2-TZVPD def2/J DEFGRID3
* xyz 1 1
C -2.141 0.208 4.239
C -0.863 -0.144 3.337
I -0.447 1.352 1.762
C -0.045 -1.287 3.538
I -0.636 -2.635 5.143
C 1.250 -1.518 2.608
C 2.389 -2.397 3.293
O 2.076 -3.794 3.489
S 1.377 -4.512 2.154
O 2.108 -5.797 1.900
O -0.036 -4.867 2.555
C 1.449 -3.400 0.678
P 0.582 -4.189 -0.818
N -0.722 -4.998 -0.420
O 1.670 -5.334 -1.493
O 0.146 -3.022 -1.996
C 0.853 -1.982 1.111
H -2.784 -0.699 4.471
H -2.807 0.898 3.605
H -1.779 0.751 5.171
H 1.713 -0.479 2.487
H 2.564 -1.956 4.339
H 3.374 -2.219 2.736
H 2.562 -3.290 0.408
H -1.537 -4.625 -0.928
H 1.839 -5.087 -2.433
H 0.978 -2.519 -2.172
H -0.290 -1.984 1.071
H 1.200 -1.223 0.321
C -0.934 5.384 -2.092
C 0.152 4.389 -2.473
C -0.110 3.672 -3.803
O -1.125 2.688 -3.634
C -2.445 3.132 -3.961
N 0.212 3.331 -1.412
H -1.857 4.893 -1.775
H -0.602 6.006 -1.256
H -1.166 6.047 -2.927
H 1.124 4.888 -2.490
H 0.796 3.127 -4.085
H -0.330 4.367 -4.616
H -2.445 3.946 -4.689
H -2.958 3.447 -3.051
H -2.992 2.285 -4.377
H 0.171 3.703 -0.459
H 1.052 2.752 -1.502
H -0.586 2.691 -1.555
*
```

E_tot ... -2329.0340 Eh
HOMO level ... -0.3931 hartree
Gap between HOMO and LUMO ... 6.86 eV

natural (NBO) atomic charge list, values in e, 6 entries:
1. C -0.679
2. C -0.118
3. I -0.002
4. C -0.185
5. I 0.276
6. C -0.311